1.
# C22H25N3O4S

One molecule with the formula C22H25N3O4S (the ωB97M-V functional and the def2-TZVPD basis, the OMol25 dataset).

Last column: Löwdin charge in e.
Positions of all 55 atoms, in Å:
C  -5.9662  -3.8075  1.3499  -0.075
C  -5.8656  -2.7002  0.3025  -0.273
O  -4.6322  -2.0185  0.3002  -0.161
C  -4.4148  -1.1777  1.4107  -0.229
C  -3.1600  -0.3522  1.1501  -0.139
C  -3.3538  0.5482  -0.0701  -0.175
N  -2.1626  1.3246  -0.3566  0.010
C  -1.1470  0.8268  -1.1089  -0.542
S  -1.3539  -0.7894  -1.7632  1.066
C  0.0414  -0.9135  -2.9317  -0.334
C  1.3180  -1.4596  -2.2884  -0.536
O  1.7200  -2.5755  -2.5348  0.064
N  1.8957  -0.5546  -1.4708  0.122
C  3.0547  -0.6829  -0.6991  -0.218
C  3.4017  0.3841  0.1306  -0.015
C  4.5347  0.3234  0.9094  -0.003
C  5.3541  -0.8069  0.8827  -0.284
O  6.4519  -0.7642  1.6909  -0.091
C  7.3133  -1.8757  1.7089  -0.095
C  5.0068  -1.8704  0.0583  -0.015
C  3.8676  -1.8085  -0.7258  -0.002
N  -0.0512  1.4565  -1.3765  0.063
C  0.1240  2.7224  -0.8854  -0.210
C  1.3054  3.4137  -1.1757  -0.021
C  1.4925  4.6815  -0.6747  -0.067
C  0.5185  5.2868  0.1190  -0.073
C  -0.6479  4.6176  0.4120  -0.004
C  -0.8571  3.3303  -0.0863  -0.066
C  -2.0802  2.6024  0.2241  -0.354
O  -2.9855  3.0180  0.9151  0.091
H  -6.8736  -4.3812  1.1836  0.073
H  -5.1088  -4.4707  1.2683  0.079
H  -5.9980  -3.3960  2.3558  0.065
H  -5.9397  -3.1328  -0.6986  0.120
H  -6.6899  -1.9826  0.4390  0.119
H  -5.2818  -0.5135  1.5550  0.133
H  -4.2763  -1.7674  2.3277  0.123
H  -2.9436  0.2598  2.0269  0.125
H  -2.3262  -1.0328  0.9721  0.106
H  -4.1556  1.2646  0.1268  0.133
H  -3.6071  -0.0639  -0.9375  0.091
H  -0.2954  -1.6145  -3.6946  0.084
H  0.1977  0.0773  -3.3552  0.084
H  1.3959  0.3346  -1.3757  0.083
H  2.7734  1.2632  0.1634  0.100
H  4.8103  1.1432  1.5535  0.117
H  7.7524  -2.0610  0.7231  0.095
H  6.7984  -2.7788  2.0526  0.095
H  8.1049  -1.6237  2.4129  0.091
H  5.6145  -2.7600  0.0125  0.103
H  3.6065  -2.6386  -1.3606  0.101
H  2.0513  2.9394  -1.7952  0.114
H  2.4048  5.2142  -0.8986  0.107
H  0.6831  6.2820  0.5027  0.104
H  -1.4194  5.0601  1.0236  0.120

Net charge = 0
SMILES = CCOCCCn1c(SCC(=O)Nc2ccc(OC)cc2)nc2ccccc2c1=O
Gap between HOMO and LUMO = 8.0920 eV
2S+1 = 1
HOMO level = -7.8 eV
Energy above the lowest of the compared OMol25 structures with the same formula, charge and spin = 17.4 kcal per mole
LUMO level = 0.32 eV

2.
# C35H50BN7O3

A 8-piece molecular cluster, C35H50BN7O3 overall (the ωB97M-V functional and the def2-TZVPD basis, the OMol25 dataset).

Last column: Löwdin charge in e.
Positions of all 96 atoms, in Å:
C  2.9558  -0.5232  -0.9948  -0.055
C  3.2374  0.8966  -1.4313  -0.239
O  2.6023  1.1948  -2.6703  0.040
B  1.2435  1.3430  -2.7725  -0.475
C  0.3599  1.9349  -1.6177  0.018
C  0.6236  0.9690  -4.1923  -0.062
C  -0.2615  -0.2780  -4.2452  -0.170
O  -1.3105  -0.1943  -3.2587  -0.037
C  -2.4131  -0.9670  -3.4771  -0.475
C  -3.5810  -0.5210  -2.6190  0.033
O  -2.4329  -1.9150  -4.2821  0.062
H  3.3161  -0.6448  0.0317  0.071
H  1.8880  -0.7409  -0.9933  0.073
H  3.4974  -1.2351  -1.6190  0.079
H  4.3125  1.0176  -1.5899  0.124
H  2.9563  1.6012  -0.6458  0.109
H  0.8565  2.0578  -0.6538  0.055
H  -0.5611  1.3769  -1.4736  0.034
H  0.0595  2.9389  -1.9482  0.085
H  0.0830  1.8197  -4.6249  0.112
H  1.4614  0.7599  -4.8687  0.112
H  0.3164  -1.1969  -4.0992  0.132
H  -0.7369  -0.3703  -5.2259  0.124
H  -3.8634  -1.3058  -1.9153  0.096
H  -3.2693  0.3437  -2.0316  0.066
H  -4.4240  -0.2183  -3.2381  0.072
C  6.0775  -5.0971  -0.4732  -0.103
C  4.9567  -4.9690  0.3908  -0.124
C  3.8466  -4.8368  -0.4007  -0.142
N  4.2527  -4.8843  -1.7063  0.008
C  5.6101  -5.0421  -1.7585  -0.134
H  7.1068  -5.2150  -0.1809  0.095
H  4.9710  -4.9735  1.4671  0.088
H  2.8085  -4.7134  -0.1529  0.074
H  3.6497  -4.8084  -2.5027  0.143
H  6.1261  -5.1012  -2.7008  0.107
C  -0.4760  -2.4607  2.3408  -0.128
C  -0.5943  -2.4766  0.9243  -0.100
C  0.1895  -3.5008  0.4670  -0.139
N  0.7782  -4.0949  1.5487  0.009
C  0.3768  -3.4734  2.6972  -0.134
H  -0.9736  -1.7850  3.0192  0.086
H  -1.1890  -1.8149  0.3161  0.085
H  0.3766  -3.8537  -0.5321  0.107
H  1.4070  -4.8749  1.5106  0.131
H  0.7275  -3.8002  3.6607  0.108
C  2.2724  2.4439  3.5009  -0.096
C  3.3971  1.5828  3.3650  -0.097
C  2.9251  0.2958  3.2944  -0.138
N  1.5639  0.3420  3.3987  0.021
C  1.1636  1.6418  3.5129  -0.155
H  2.2777  3.5183  3.5661  0.093
H  4.4325  1.8736  3.3112  0.093
H  3.4426  -0.6391  3.1756  0.083
H  0.9401  -0.4468  3.3824  0.111
H  0.1213  1.8926  3.6035  0.089
C  -4.1833  1.2205  2.6345  -0.134
C  -4.0592  1.1133  1.2194  -0.095
C  -2.7196  1.1047  0.9360  -0.133
N  -2.0406  1.1862  2.1151  0.022
C  -2.9159  1.2619  3.1590  -0.135
H  -5.0996  1.2514  3.2023  0.098
H  -4.8588  1.0501  0.5009  0.093
H  -2.1842  1.0294  0.0069  0.083
H  -1.0406  1.1952  2.1824  0.103
H  -2.5717  1.3390  4.1762  0.112
C  7.1808  -1.8563  1.7053  -0.105
C  7.9449  -1.3913  2.8111  -0.109
C  7.1297  -1.4143  3.9102  -0.140
N  5.9044  -1.8751  3.5109  0.000
C  5.9261  -2.1468  2.1678  -0.153
H  7.5132  -1.9651  0.6868  0.090
H  8.9743  -1.0764  2.7994  0.089
H  7.3161  -1.1460  4.9354  0.105
H  5.1140  -1.9938  4.1145  0.130
H  5.0560  -2.5191  1.6571  0.087
C  -7.8486  1.1344  -5.7091  -0.112
C  -7.2356  2.0563  -6.6014  -0.113
C  -5.9205  1.6957  -6.7214  -0.142
N  -5.7171  0.5943  -5.9365  0.000
C  -6.8855  0.2438  -5.3172  -0.149
H  -8.8780  1.1260  -5.3939  0.089
H  -7.7072  2.8872  -7.0977  0.089
H  -5.1183  2.1258  -7.2951  0.104
H  -4.8424  0.1145  -5.8337  0.134
H  -6.9326  -0.6051  -4.6574  0.104
C  -4.7486  6.6590  3.3094  -0.117
C  -5.2161  6.2218  4.5784  -0.118
C  -5.2244  4.8515  4.5575  -0.146
N  -4.7808  4.4466  3.3303  0.012
C  -4.4897  5.5387  2.5637  -0.142
H  -4.6176  7.6767  2.9830  0.086
H  -5.5114  6.8409  5.4084  0.086
H  -5.5056  4.1356  5.3106  0.102
H  -4.6828  3.4893  3.0349  0.093
H  -4.1228  5.4271  1.5581  0.104

Net charge = 0
SMILES = CCOB(C)CCOC(C)=O.c1cc[nH]c1.c1cc[nH]c1.c1cc[nH]c1.c1cc[nH]c1.c1cc[nH]c1.c1cc[nH]c1.c1cc[nH]c1
Gap between HOMO and LUMO = 8.3294 eV
2S+1 = 1
HOMO level = -8.1 eV
LUMO level = 0.26 eV

3.
# C41H48IN2O2SbTcTe

C41H48IN2O2SbTcTe as an isolated structure (the ωB97M-V functional and the def2-TZVPD basis, the OMol25 dataset).

Last column: Löwdin charge in e.
Positions of all 97 atoms, in Å:
Tc  0.2651  0.0112  -0.1505  0.559
O  -6.9531  -3.6259  -1.1781  0.137
C  -5.8123  -3.9558  -1.8832  -0.437
O  -5.8452  -4.5787  -2.8864  0.171
C  -4.5393  -3.2858  -1.4160  -0.110
C  -4.4894  -2.2566  -0.5168  0.008
C  -3.2599  -1.7604  -0.0566  -0.041
C  -2.0703  -2.2872  -0.5181  -0.264
C  -2.1710  -3.3272  -1.4034  -0.023
C  -3.3456  -3.8143  -1.8607  0.019
N  -0.7700  -1.8830  -0.0097  -0.028
C  0.0304  -2.8491  0.3782  -0.045
C  1.4200  -2.5906  0.6760  -0.259
C  2.2732  -3.5187  1.2734  0.037
C  3.6121  -3.1725  1.4651  -0.001
C  4.0871  -2.0354  0.8383  0.001
C  3.2124  -1.1743  0.1936  -0.142
N  1.8869  -1.4024  0.1744  -0.066
H  -6.6702  -3.0663  -0.4777  0.058
H  -5.3411  -1.8966  -0.0019  0.112
H  -3.3661  -0.9731  0.7025  0.066
H  -1.2351  -3.7131  -1.8178  0.135
H  -3.4219  -4.6282  -2.5605  0.138
H  -0.3470  -3.8701  0.3568  0.152
H  1.8933  -4.4749  1.6375  0.139
H  4.2723  -3.7891  2.0511  0.128
H  5.1408  -1.6774  0.8814  0.147
H  3.5173  -0.2968  -0.2822  0.032
I  -1.8726  1.5224  -0.2287  1.236
C  -2.5108  0.7286  -2.0569  -0.573
C  -3.7460  0.9472  -2.5998  -0.128
C  -4.0937  0.4756  -3.8744  -0.050
C  -3.1289  -0.1642  -4.6135  -0.006
C  -1.8613  -0.4216  -4.0591  -0.166
C  -0.9733  -1.2686  -4.8017  -0.009
C  0.1840  -1.6391  -4.2437  -0.067
C  0.5720  -1.2262  -2.9318  -0.115
C  -0.2824  -0.4191  -2.1897  -0.259
C  -1.5426  -0.0091  -2.7727  -0.269
H  -4.4941  1.5675  -2.1252  0.110
H  -5.1174  0.7787  -4.2885  0.150
H  -3.4081  -0.5421  -5.6151  0.138
H  -1.2153  -1.6187  -5.8226  0.140
H  0.9171  -2.2712  -4.6942  0.109
H  1.4964  -1.5349  -2.5904  0.054
C  0.5242  4.4872  -0.0684  -0.145
C  1.0861  3.8510  -1.3208  -0.614
C  0.1712  3.8903  -2.5173  -0.137
Sb  2.0023  1.9865  -1.1807  1.530
C  3.9891  2.0904  -0.2654  -0.542
C  4.7295  3.4146  -0.3764  -0.112
C  3.9812  1.6709  1.1888  -0.194
C  2.6006  1.6632  -3.2693  -0.525
C  3.6493  0.5478  -3.3167  -0.146
C  3.2310  2.8239  -4.0092  -0.123
H  -0.0313  5.3876  -0.3576  0.096
H  1.2704  4.9716  0.5817  0.091
H  -0.1618  3.8853  0.4804  0.001
H  1.9919  4.4661  -1.4906  0.094
H  -0.8749  3.5749  -2.3688  0.066
H  0.5436  3.3250  -3.3990  0.064
H  0.2316  4.9019  -2.8286  0.081
H  4.5842  1.3711  -0.8089  0.062
H  4.1834  4.3099  -0.1935  0.067
H  5.2030  3.4188  -1.3697  0.079
H  5.5868  3.3983  0.2999  0.092
H  3.6874  2.4939  1.8359  0.079
H  4.9807  1.3545  1.5980  0.111
H  3.2500  0.8497  1.4834  -0.016
H  1.6651  1.3560  -3.7532  0.074
H  4.6389  0.9036  -3.0003  0.082
H  3.7166  0.2187  -4.3450  0.090
H  3.3962  -0.2907  -2.6279  0.051
H  3.9731  3.3015  -3.3429  0.076
H  2.5220  3.5932  -4.3602  0.082
H  3.7570  2.5415  -4.9079  0.086
C  -2.3997  -0.9394  7.9453  -0.034
C  -1.7698  -0.6571  6.6458  -0.233
C  -0.6325  0.1301  6.5586  -0.005
C  0.0077  0.4659  5.3795  -0.318
C  1.1892  1.3782  5.5288  -0.095
C  -0.5687  0.0245  4.1616  -0.489
Te  0.5549  0.5046  2.4653  1.181
C  -1.7187  -0.7623  4.2139  -0.324
C  -2.4948  -1.0410  2.9739  -0.088
C  -2.2581  -1.1066  5.4139  0.002
H  -1.7068  -0.9664  8.7863  0.091
H  -2.9590  -1.8922  7.9800  0.099
H  -3.1538  -0.1964  8.1991  0.099
H  -0.2109  0.4584  7.5351  0.142
H  1.2550  1.7622  6.5203  0.074
H  1.0863  2.2286  4.8642  0.056
H  2.1279  0.8670  5.2728  0.086
H  -2.6271  -0.0959  2.4671  0.040
H  -3.4821  -1.4671  3.1817  0.099
H  -2.0016  -1.8068  2.3903  0.064
H  -3.2120  -1.6593  5.4256  0.138

Net charge = +2
Gap between HOMO and LUMO (spin up / spin down) = 6.4975 / 5.6179 eV
2S+1 = 4
HOMO level (spin up / spin down) = -13.0 / -13.1 eV
LUMO level (spin up / spin down) = -6.51 / -7.48 eV

4.
# C2H9N2O

An isolated ion of composition C2H9N2O and charge +2 (the ωB97M-V functional and the def2-TZVPD basis, the OMol25 dataset).

Last column: Löwdin charge in e.
Positions of all 14 atoms, in Å:
C  1.1146  0.3561  -0.8989  -0.046
N  0.8838  0.0131  -2.2133  0.358
H  1.2058  1.4682  -0.8726  0.173
H  2.0522  -0.1562  -0.3248  0.241
H  1.3197  -0.8199  -2.4461  0.150
H  0.8553  0.5981  -3.0033  0.176
N  -0.3162  0.1037  -0.1345  0.136
C  -0.4057  -0.6065  1.2227  -0.151
O  -1.2155  0.1869  2.0864  -0.002
H  -0.8633  -0.1716  -1.0492  0.227
H  -0.6927  1.0561  -0.0206  0.179
H  -0.9659  -1.6063  1.1677  0.177
H  0.5454  -0.8046  1.7683  0.165
H  -1.9591  -0.3740  2.5810  0.216

Net charge = +2
Gap between HOMO and LUMO (spin up / spin down) = 12.3586 / 4.5586 eV
2S+1 = 2
HOMO level (spin up / spin down) = -20.5 / -19.8 eV
Energy above the lowest of the compared OMol25 structures with the same formula, charge and spin = 99.1 kcal per mole
LUMO level (spin up / spin down) = -8.10 / -15.25 eV

no.,M (g mol⁻¹)
1,427.526
2,627.643
3,1075.111
4,77.107